59
Properties=species:S:1:pos:R:3:lowdin_charge:R:1 method="wB97M-V/def2-TZVPD" e_tot_ev=-39400.703 homo_energy_ev=-8.18 homo_lumo_gap_ev=8.784
Cd -16.5855 27.2116 22.3943 1.3810
B -16.0242 27.6932 20.2571 -0.4444
H -16.0314 26.7006 20.6801 -0.0943
H -16.9552 28.1948 20.4715 -0.0786
H -15.2746 28.1895 20.8538 -0.0788
H -15.6470 27.7202 19.2466 -0.0382
B -16.6824 27.6247 24.4906 -0.4901
H -17.6343 27.1768 24.2507 -0.0675
H -16.0518 26.7492 24.4807 -0.0708
H -16.2803 28.3899 23.8448 -0.0598
H -16.7436 27.8800 25.5371 -0.0287
O -18.0073 29.4683 22.3758 0.0573
C -18.9888 30.1728 22.5067 -0.4526
O -20.2152 29.6606 22.4791 -0.0104
C -21.1944 30.6861 22.8252 -0.1127
C -20.5753 31.9338 22.1077 -0.1286
C -19.1118 31.7106 22.4107 -0.0706
H -21.2517 30.6078 23.9109 0.1256
H -22.2122 30.4218 22.5381 0.1196
H -20.8906 32.7870 22.7083 0.1090
H -20.8797 32.0205 21.0647 0.1219
H -18.8522 31.8741 23.4567 0.1315
H -18.3256 32.1558 21.8010 0.1321
O -16.0497 25.1109 22.5741 -0.0386
C -15.9001 23.8653 22.7939 -0.2876
O -16.9941 22.9876 22.9767 0.0173
C -16.5455 21.6326 23.1468 -0.1620
C -15.0388 21.6369 22.8598 -0.1431
C -14.5718 23.1155 22.8007 -0.0582
H -17.0567 20.9895 22.4304 0.1189
H -16.7520 21.1979 24.1248 0.1189
H -14.9731 21.2251 21.8527 0.1105
H -14.3906 21.1305 23.5749 0.1118
H -14.0875 23.3513 21.8531 0.1378
H -14.1308 23.3963 23.7572 0.1249
O -18.5225 26.1828 22.2820 -0.0220
C -19.5793 25.9161 22.9035 -0.3597
O -19.7649 24.9394 23.8607 0.0090
C -21.1604 24.6478 24.0854 -0.1066
C -21.8254 25.9830 23.5558 -0.1525
C -20.9187 26.4592 22.4672 -0.0821
H -21.2851 24.7369 25.1646 0.1246
H -21.3598 23.7443 23.5092 0.1290
H -21.6808 26.6569 24.4002 0.1134
H -22.8978 25.9092 23.3753 0.1143
H -20.8882 27.5418 22.3437 0.1083
H -21.1729 25.9502 21.5375 0.1399
O -14.3016 27.3691 22.7117 -0.0215
C -13.3495 26.9648 23.3892 -0.3947
O -12.8540 25.7590 23.0990 0.0304
C -11.6697 25.5498 23.8510 -0.1478
C -11.7978 26.4250 25.1228 -0.1555
C -12.6268 27.5529 24.6160 -0.0770
H -10.7953 25.7308 23.2258 0.1272
H -11.5442 24.5240 24.1974 0.1162
H -10.9241 26.7925 25.6611 0.1190
H -12.4683 26.0499 25.8960 0.1174
H -11.9568 28.3437 24.2785 0.1334
H -13.4092 27.8295 25.3228 0.1348